# C75H162As3F27N9O9S3

A structure of composition C75H162As3F27N9O9S3 (wB97M-V/def2-TZVPD, OMol25).

Last column: Löwdin charge in e.
Atoms and positions in Å:
C: 2.16 -1.18 4.95  -0.068
C: 3.04 -2.21 5.69  -0.236
C: 2.90 -3.68 5.34  -0.123
N: 3.88 -4.56 6.06  -0.263
C: 5.23 -4.58 5.42  0.028
C: 4.05 -4.13 7.51  -0.115
C: 4.38 -5.38 8.26  -0.147
C: 3.37 -6.34 7.68  -0.138
C: 3.37 -5.99 6.15  -0.072
H: 2.51 -0.91 3.96  0.036
H: 2.18 -0.34 5.67  0.091
H: 1.12 -1.49 4.78  0.070
H: 2.89 -2.06 6.77  0.097
H: 4.09 -1.86 5.66  0.104
H: 3.02 -3.80 4.27  0.102
H: 1.90 -4.02 5.66  0.144
H: 5.82 -5.25 6.08  0.113
H: 5.54 -3.51 5.32  0.109
H: 5.18 -4.96 4.38  0.120
H: 4.75 -3.30 7.59  0.141
H: 3.04 -3.76 7.76  0.142
H: 5.36 -5.73 7.97  0.114
H: 4.15 -5.27 9.33  0.147
H: 3.62 -7.40 7.69  0.117
H: 2.36 -6.34 8.15  0.128
H: 4.08 -6.65 5.71  0.119
H: 2.38 -6.09 5.69  0.129
C: -5.78 -0.18 6.60  -0.092
C: -5.15 1.01 5.95  -0.210
C: -3.98 0.56 4.97  -0.115
N: -3.28 1.60 4.18  -0.263
C: -4.28 2.34 3.33  0.036
C: -2.25 0.97 3.34  -0.157
C: -1.15 0.64 4.28  -0.138
C: -1.32 1.56 5.53  -0.109
C: -2.47 2.44 5.10  -0.106
H: -6.62 0.07 7.24  0.086
H: -5.02 -0.74 7.18  0.091
H: -6.16 -0.87 5.83  0.065
H: -4.65 1.70 6.66  0.113
H: -5.84 1.62 5.35  0.108
H: -4.40 -0.14 4.24  0.137
H: -3.26 0.03 5.61  0.129
H: -5.08 1.68 2.99  0.095
H: -3.77 2.76 2.46  0.092
H: -4.70 3.14 3.97  0.117
H: -1.89 1.76 2.64  0.131
H: -2.68 0.24 2.69  0.081
H: -0.18 0.81 3.85  0.067
H: -1.26 -0.43 4.57  0.119
H: -0.39 2.12 5.57  0.092
H: -1.56 1.02 6.45  0.120
H: -2.07 3.23 4.46  0.133
H: -3.08 2.92 5.84  0.131
C: -2.46 3.41 -4.60  -0.060
C: -2.68 4.54 -5.71  -0.172
C: -2.93 5.87 -4.97  -0.116
N: -3.28 7.06 -5.90  -0.263
C: -4.63 6.84 -6.48  0.010
C: -2.28 7.23 -7.05  -0.076
C: -2.17 8.74 -7.37  -0.101
C: -3.04 9.37 -6.26  -0.139
C: -3.18 8.35 -5.16  -0.102
H: -1.88 2.57 -5.03  0.059
H: -3.44 3.03 -4.27  0.076
H: -1.93 3.73 -3.70  0.045
H: -3.49 4.24 -6.38  0.099
H: -1.81 4.69 -6.34  0.095
H: -2.07 6.15 -4.44  0.053
H: -3.75 5.86 -4.23  0.143
H: -4.90 7.62 -7.19  0.117
H: -5.34 6.82 -5.64  0.117
H: -4.74 5.84 -6.88  0.098
H: -2.66 6.67 -7.90  0.135
H: -1.33 6.86 -6.71  0.107
H: -2.46 9.06 -8.38  0.120
H: -1.12 9.01 -7.33  0.116
H: -4.03 9.64 -6.62  0.111
H: -2.61 10.27 -5.85  0.118
H: -4.10 8.44 -4.59  0.142
H: -2.27 8.22 -4.59  0.109
C: 0.31 8.65 4.28  -0.071
C: -0.58 8.57 2.99  -0.222
C: -0.29 7.34 2.13  -0.136
N: -0.93 7.30 0.71  -0.222
C: -0.38 8.47 0.00  -0.002
C: -0.63 5.88 0.13  -0.065
C: -1.83 5.02 0.45  -0.160
C: -2.73 5.84 1.36  -0.142
C: -2.47 7.28 0.84  -0.062
H: -0.08 9.44 4.90  0.074
H: 1.36 8.76 3.97  0.085
H: 0.26 7.69 4.83  0.077
H: -0.36 9.52 2.49  0.103
H: -1.65 8.66 3.24  0.110
H: -0.73 6.49 2.65  0.107
H: 0.78 7.13 1.97  0.128
H: -0.46 8.32 -1.07  0.078
H: 0.64 8.63 0.37  0.115
H: -0.84 9.40 0.38  0.112
H: -0.48 6.02 -0.95  0.081
H: 0.32 5.54 0.55  0.119
H: -2.43 4.73 -0.42  0.123
H: -1.58 4.12 0.96  0.080
H: -3.79 5.65 1.22  0.120
H: -2.46 5.78 2.44  0.110
H: -2.94 7.42 -0.13  0.136
H: -2.74 8.15 1.42  0.118
C: -0.11 -5.94 1.95  -0.062
C: 0.07 -6.61 0.53  -0.195
C: 1.22 -7.61 0.51  -0.082
N: 1.50 -8.24 -0.91  -0.251
C: 0.26 -8.86 -1.48  0.021
C: 2.65 -9.21 -0.88  -0.110
C: 3.35 -9.12 -2.20  -0.140
C: 3.35 -7.60 -2.45  -0.106
C: 1.97 -7.20 -1.89  -0.096
H: -0.93 -5.21 1.91  0.043
H: 0.75 -5.32 2.25  0.047
H: -0.22 -6.71 2.72  0.077
H: 0.27 -5.80 -0.18  0.086
H: -0.84 -7.12 0.21  0.106
H: 0.82 -8.46 1.06  0.131
H: 2.18 -7.22 0.87  0.133
H: 0.65 -9.40 -2.32  0.110
H: -0.49 -8.15 -1.86  0.078
H: -0.21 -9.51 -0.74  0.110
H: 2.20 -10.14 -0.51  0.149
H: 3.35 -8.73 -0.23  0.126
H: 2.98 -9.72 -3.05  0.129
H: 4.39 -9.40 -2.01  0.126
H: 3.42 -7.37 -3.51  0.126
H: 4.12 -7.00 -1.99  0.115
H: 1.19 -7.18 -2.66  0.101
H: 1.97 -6.22 -1.41  0.118
C: -7.41 -2.26 3.17  -0.089
C: -6.34 -3.35 3.11  -0.227
C: -5.65 -3.38 1.74  -0.100
N: -4.80 -4.63 1.37  -0.250
C: -3.79 -4.96 2.37  0.007
C: -5.73 -5.83 1.13  -0.072
C: -4.88 -6.71 0.19  -0.151
C: -4.30 -5.74 -0.84  -0.106
C: -4.14 -4.44 -0.04  -0.073
H: -7.66 -2.06 4.24  0.076
H: -8.36 -2.52 2.65  0.098
H: -7.01 -1.31 2.84  0.055
H: -6.80 -4.31 3.36  0.112
H: -5.65 -3.15 3.90  0.094
H: -4.97 -2.54 1.58  0.094
H: -6.45 -3.34 0.99  0.139
H: -3.21 -5.75 1.87  0.093
H: -4.34 -5.32 3.24  0.113
H: -3.17 -4.07 2.56  0.120
H: -5.92 -6.29 2.10  0.131
H: -6.62 -5.52 0.59  0.138
H: -4.13 -7.24 0.79  0.105
H: -5.47 -7.54 -0.19  0.125
H: -3.36 -6.06 -1.30  0.111
H: -5.06 -5.50 -1.54  0.116
H: -3.16 -4.01 0.13  0.105
H: -4.69 -3.66 -0.56  0.109
C: 2.72 -0.39 -9.84  -0.076
C: 1.65 -1.20 -9.09  -0.232
C: 1.16 -0.49 -7.84  -0.118
N: 0.09 -1.27 -7.01  -0.234
C: 0.62 -2.56 -6.41  0.018
C: -1.13 -1.62 -7.80  -0.091
C: -2.35 -1.58 -6.84  -0.118
C: -1.81 -0.98 -5.54  -0.159
C: -0.41 -0.44 -5.83  -0.102
H: 2.25 0.50 -10.20  0.064
H: 2.99 -0.96 -10.74  0.084
H: 3.57 -0.15 -9.16  0.086
H: 2.13 -2.06 -8.64  0.108
H: 0.86 -1.43 -9.80  0.113
H: 0.72 0.49 -8.12  0.143
H: 1.96 -0.31 -7.13  0.070
H: 0.71 -3.40 -7.12  0.116
H: -0.29 -2.84 -5.78  0.101
H: 1.49 -2.57 -5.79  0.081
H: -0.90 -2.58 -8.27  0.133
H: -1.13 -0.85 -8.58  0.131
H: -2.89 -2.52 -6.78  0.114
H: -3.15 -0.88 -7.22  0.127
H: -1.79 -1.71 -4.74  0.081
H: -2.44 -0.14 -5.18  0.115
H: 0.32 -0.48 -5.02  0.095
H: -0.49 0.61 -6.18  0.134
C: -0.04 -2.39 1.53  -0.090
C: 0.11 -0.99 1.05  -0.244
C: 0.44 -0.94 -0.42  -0.104
N: 0.82 0.39 -0.96  -0.202
C: 2.26 0.72 -0.78  0.004
C: 0.02 1.54 -0.37  -0.089
C: 0.26 2.71 -1.27  -0.146
C: 0.57 2.08 -2.67  -0.118
C: 0.56 0.56 -2.49  -0.074
H: -0.90 -2.89 1.15  0.054
H: -0.23 -2.35 2.60  0.074
H: 0.79 -3.08 1.49  0.047
H: 0.78 -0.37 1.65  0.095
H: -0.82 -0.51 1.23  0.067
H: -0.42 -1.31 -0.97  0.109
H: 1.27 -1.66 -0.58  0.137
H: 2.55 1.71 -1.12  0.096
H: 2.86 0.07 -1.37  0.081
H: 2.52 0.73 0.30  0.104
H: 0.37 1.71 0.63  0.103
H: -0.97 1.17 -0.54  0.124
H: 0.93 3.49 -0.95  0.097
H: -0.71 3.22 -1.36  0.094
H: 1.49 2.39 -3.18  0.111
H: -0.26 2.30 -3.32  0.080
H: 1.32 0.05 -3.08  0.094
H: -0.38 0.06 -2.69  0.112
C: 5.47 2.73 -0.93  -0.054
C: 6.16 2.13 0.33  -0.214
C: 5.19 1.57 1.36  -0.062
N: 5.83 1.41 2.84  -0.240
C: 6.99 0.47 2.81  0.019
C: 6.20 2.72 3.47  -0.095
C: 5.93 2.51 5.00  -0.125
C: 5.31 1.11 5.16  -0.143
C: 4.81 0.78 3.75  -0.126
H: 6.20 2.81 -1.72  0.076
H: 5.02 3.69 -0.68  0.084
H: 4.72 2.08 -1.42  0.062
H: 6.82 2.90 0.72  0.105
H: 6.96 1.39 0.15  0.117
H: 4.81 0.55 1.14  0.109
H: 4.33 2.24 1.52  0.102
H: 7.82 0.97 2.33  0.107
H: 6.69 -0.43 2.25  0.101
H: 7.21 0.10 3.83  0.115
H: 7.23 2.95 3.24  0.126
H: 5.51 3.43 3.03  0.118
H: 6.87 2.82 5.51  0.131
H: 5.16 3.25 5.28  0.107
H: 6.04 0.36 5.52  0.108
H: 4.47 1.14 5.87  0.119
H: 4.73 -0.28 3.55  0.094
H: 3.88 1.28 3.56  0.091
As: 1.61 3.46 3.15  0.908
F: 3.25 3.40 3.76  -0.229
F: 2.18 3.41 1.43  -0.266
F: -0.16 3.36 2.62  -0.288
F: 1.09 3.48 4.86  -0.261
F: 1.46 5.14 2.98  -0.209
F: 1.55 1.65 3.13  -0.283
As: 3.67 0.54 -5.05  0.793
F: 5.15 -0.21 -4.96  -0.184
F: 2.78 -1.04 -5.26  -0.292
F: 1.98 1.28 -5.07  -0.292
F: 4.32 2.07 -4.83  -0.196
F: 3.72 0.67 -6.78  -0.238
F: 3.44 0.34 -3.30  -0.271
As: 0.67 6.60 -3.59  0.803
F: -0.95 7.35 -3.27  -0.301
F: -0.02 6.03 -5.08  -0.237
F: 1.98 5.65 -3.87  -0.166
F: 1.17 7.19 -2.03  -0.240
F: -0.08 5.12 -2.74  -0.300
F: 1.25 8.03 -4.37  -0.216
C: -4.26 -0.42 -1.14  -0.547
F: -4.93 0.52 -1.88  0.104
F: -5.05 -1.56 -1.32  0.062
F: -3.05 -0.62 -1.70  0.109
S: -4.07 0.00 0.64  0.431
O: -5.34 -0.14 1.31  -0.294
O: -3.07 -0.98 1.07  -0.334
O: -3.56 1.32 0.68  -0.291
C: 3.52 -3.87 0.89  -0.587
F: 4.48 -4.76 0.51  0.117
F: 2.81 -3.64 -0.21  0.125
F: 2.64 -4.51 1.76  0.037
S: 4.11 -2.32 1.72  0.455
O: 4.51 -2.76 3.04  -0.325
O: 5.23 -1.89 0.96  -0.266
O: 2.87 -1.56 1.72  -0.299
C: -0.81 -3.93 -2.42  -0.512
F: -0.83 -2.64 -2.90  0.079
F: 0.24 -3.97 -1.52  0.068
F: -1.94 -4.03 -1.59  0.038
S: -0.78 -5.21 -3.68  0.380
O: -0.94 -6.39 -2.91  -0.314
O: -1.91 -4.93 -4.53  -0.280
O: 0.48 -5.00 -4.26  -0.264

LUMO energy: -4.7 eV
E_HOMO: -14.00 eV
Total charge: +3